# 1
{"formula": "CH3N5O", "method": "ωB97M-V/def2-TZVPD", "lumo_energy_ev": 0.59, "homo_lumo_gap_ev": 9.9, "e_above_lowest_kj_mol": 354.8, "homo_energy_ev": -9.28, "total_charge": 0, "smiles": "ON=c1[nH]nn[nH]1", "species": ["O", "N", "C", "N", "N", "N", "N", "H", "H", "H"], "xyz": [[-2.404, 0.396, -0.194], [-1.430, -0.644, -0.159], [-0.234, -0.265, 0.251], [0.616, 0.947, 0.312], [1.904, 0.862, -0.174], [2.225, -0.352, -0.289], [1.000, -1.082, 0.223], [-3.255, 0.112, 0.277], [0.440, 2.001, -0.065], [1.139, -1.975, -0.182]]}

***

# 2
{"formula": "C2H4N4", "method": "ωB97M-V/def2-TZVPD", "lumo_energy_ev": [0.32, 0.32], "homo_lumo_gap_ev": [9.2, 9.2], "e_above_lowest_kj_mol": 409.9, "homo_energy_ev": [-8.88, -8.88], "total_charge": 0, "species": ["N", "C", "N", "N", "N", "C", "H", "H", "H", "H"], "xyz": [[2.003, -0.184, 0.002], [0.688, -0.320, 0.309], [-0.030, -0.959, 1.098], [-2.225, -0.413, -0.103], [-1.545, 0.579, -0.417], [-0.334, 0.689, 0.242], [2.168, 0.296, -0.866], [2.579, -0.990, 0.185], [-3.010, -0.446, -0.762], [-0.077, 1.704, 0.571]]}

***

# 3
{"formula": "C37H69F2NO3Si", "method": "ωB97M-V/def2-TZVPD", "lumo_energy_ev": 0.64, "homo_lumo_gap_ev": 9.6, "homo_energy_ev": -8.95, "total_charge": 0, "smiles": "CCCCCCCCCCCCCCC[C@@](CN)(OC)C(F)(F)CC[Si](C)(C)c1ccccc1.C1CCOC1.C1CCOC1", "species": ["C", "C", "C", "C", "C", "C", "C", "C", "C", "C", "C", "C", "C", "C", "C", "C", "C", "N", "O", "C", "C", "F", "F", "C", "C", "Si", "C", "C", "C", "C", "C", "C", "C", "C", "H", "H", "H", "H", "H", "H", "H", "H", "H", "H", "H", "H", "H", "H", "H", "H", "H", "H", "H", "H", "H", "H", "H", "H", "H", "H", "H", "H", "H", "H", "H", "H", "H", "H", "H", "H", "H", "H", "H", "H", "H", "H", "H", "H", "H", "H", "H", "H", "H", "H", "H", "H", "H", "C", "C", "C", "O", "C", "H", "H", "H", "H", "H", "H", "H", "H", "C", "C", "C", "O", "C", "H", "H", "H", "H", "H", "H", "H", "H"], "xyz": [[-0.300, -5.917, -0.029], [0.688, -5.808, -1.194], [1.030, -4.348, -1.587], [2.533, -4.057, -1.459], [2.924, -3.803, -0.008], [4.420, -3.454, 0.140], [4.636, -1.944, -0.017], [4.570, -1.164, 1.298], [5.401, 0.139, 1.302], [4.542, 1.373, 1.005], [3.802, 1.194, -0.328], [3.034, 2.441, -0.751], [2.275, 2.215, -2.063], [0.998, 1.424, -1.813], [0.200, 1.152, -3.104], [-0.279, -0.301, -3.219], [-0.871, -0.601, -4.628], [-1.159, 0.604, -5.448], [0.736, -1.215, -2.890], [1.911, -1.165, -3.677], [-1.401, -0.584, -2.206], [-0.879, -0.547, -0.938], [-1.814, -1.874, -2.364], [-2.578, 0.363, -2.288], [-3.942, -0.283, -2.002], [-4.249, -0.914, -0.238], [-3.172, -0.078, 1.065], [-3.935, -2.778, -0.240], [-6.052, -0.658, 0.290], [-6.514, 0.556, 0.806], [-7.841, 0.707, 1.231], [-8.740, -0.360, 1.149], [-8.308, -1.580, 0.620], [-6.978, -1.715, 0.200], [0.206, -5.873, 0.930], [-1.025, -5.110, -0.090], [-0.851, -6.850, -0.107], [1.623, -6.299, -0.927], [0.299, -6.352, -2.051], [0.685, -4.140, -2.594], [0.524, -3.699, -0.877], [3.097, -4.905, -1.848], [2.805, -3.181, -2.048], [2.347, -2.937, 0.317], [2.656, -4.663, 0.602], [4.758, -3.772, 1.123], [4.971, -3.999, -0.622], [3.871, -1.585, -0.704], [5.581, -1.744, -0.519], [4.899, -1.803, 2.112], [3.545, -0.865, 1.510], [5.854, 0.272, 2.283], [6.203, 0.070, 0.570], [5.149, 2.274, 0.941], [3.811, 1.521, 1.799], [3.134, 0.345, -0.249], [4.568, 1.007, -1.082], [3.743, 3.261, -0.851], [2.315, 2.708, 0.024], [2.923, 1.691, -2.766], [2.041, 3.191, -2.490], [0.386, 2.022, -1.141], [1.248, 0.495, -1.314], [0.869, 1.357, -3.936], [-0.623, 1.846, -3.185], [-0.186, -1.255, -5.165], [-1.807, -1.144, -4.552], [-1.788, 0.309, -6.184], [-0.315, 0.908, -5.915], [1.830, -0.502, -4.533], [2.755, -0.884, -3.051], [2.115, -2.166, -4.059], [-2.585, 0.846, -3.261], [-2.406, 1.157, -1.563], [-4.711, 0.428, -2.297], [-4.067, -1.139, -2.664], [-3.738, 0.241, 1.933], [-2.389, -0.772, 1.352], [-2.685, 0.800, 0.647], [-4.152, -3.185, -1.225], [-4.561, -3.278, 0.492], [-2.881, -2.962, -0.052], [-5.866, 1.412, 0.910], [-8.189, 1.643, 1.642], [-9.763, -0.276, 1.482], [-8.982, -2.419, 0.545], [-6.654, -2.666, -0.197], [-5.290, 6.146, 0.949], [-4.917, 5.406, -0.334], [-4.149, 4.216, 0.218], [-4.713, 3.915, 1.495], [-5.570, 4.989, 1.900], [-6.142, 6.815, 0.839], [-4.440, 6.731, 1.307], [-5.822, 5.070, -0.845], [-4.331, 5.998, -1.035], [-3.088, 4.456, 0.350], [-4.233, 3.330, -0.416], [-6.610, 4.654, 1.821], [-5.364, 5.235, 2.942], [5.852, 2.008, 6.990], [6.927, 2.705, 6.160], [6.850, 1.935, 4.850], [5.490, 1.517, 4.704], [4.792, 1.719, 5.937], [5.473, 2.610, 7.814], [6.242, 1.074, 7.400], [6.657, 3.752, 6.000], [7.918, 2.674, 6.609], [7.488, 1.045, 4.875], [7.130, 2.537, 3.985], [4.111, 2.568, 5.817], [4.201, 0.830, 6.160]]}

***

# 4
{"formula": "C37H27AsCdNO4PS3", "method": "ωB97M-V/def2-TZVPD", "lumo_energy_ev": 4.36, "homo_lumo_gap_ev": 7.1, "e_above_lowest_kj_mol": 10.1, "homo_energy_ev": -2.69, "total_charge": -2, "species": ["Cd", "O", "C", "O", "C", "C", "C", "C", "C", "N", "C", "O", "O", "H", "H", "H", "S", "C", "C", "C", "C", "C", "C", "As", "C", "C", "C", "C", "C", "C", "C", "C", "C", "C", "C", "C", "H", "H", "H", "H", "H", "H", "H", "H", "H", "H", "H", "H", "H", "H", "S", "P", "S", "C", "C", "C", "C", "C", "C", "C", "C", "C", "C", "C", "C", "H", "H", "H", "H", "H", "H", "H", "H", "H", "H"], "xyz": [[0.939, 0.427, -1.529], [0.157, 4.334, 0.644], [0.519, 3.275, 0.116], [-0.074, 2.576, -0.745], [1.863, 2.705, 0.580], [2.684, 3.345, 1.495], [3.886, 2.742, 1.844], [4.238, 1.527, 1.278], [3.359, 0.944, 0.378], [2.215, 1.536, 0.057], [3.641, -0.401, -0.308], [4.747, -0.902, -0.109], [2.688, -0.860, -1.015], [2.354, 4.290, 1.903], [4.547, 3.222, 2.557], [5.159, 1.006, 1.499], [0.053, 0.860, -3.805], [-1.518, 1.612, -3.439], [-2.025, 2.480, -4.417], [-3.268, 3.074, -4.299], [-4.064, 2.818, -3.187], [-3.580, 1.966, -2.210], [-2.325, 1.376, -2.317], [-1.734, 0.149, -0.933], [-3.096, -1.218, -1.186], [-4.267, -1.291, -0.441], [-5.188, -2.299, -0.693], [-4.949, -3.232, -1.690], [-3.794, -3.145, -2.458], [-2.872, -2.139, -2.206], [-2.335, 0.929, 0.743], [-2.516, 2.297, 0.918], [-2.828, 2.801, 2.174], [-2.960, 1.948, 3.261], [-2.764, 0.583, 3.094], [-2.445, 0.079, 1.842], [-1.412, 2.683, -5.287], [-3.614, 3.740, -5.082], [-5.042, 3.271, -3.084], [-4.192, 1.746, -1.342], [-4.467, -0.582, 0.353], [-6.087, -2.365, -0.091], [-5.651, -4.040, -1.859], [-3.576, -3.890, -3.211], [-1.958, -2.104, -2.786], [-2.361, 2.971, 0.085], [-2.941, 3.871, 2.300], [-3.198, 2.347, 4.240], [-2.847, -0.089, 3.940], [-2.282, -0.987, 1.720], [-1.495, -6.118, -2.726], [-0.786, -5.162, -1.133], [0.156, -3.428, -1.271], [-2.171, -4.997, 0.093], [-3.161, -5.973, 0.169], [-4.173, -5.885, 1.114], [-4.217, -4.808, 1.989], [-3.242, -3.823, 1.908], [-2.223, -3.920, 0.969], [0.277, -6.343, -0.187], [1.338, -5.882, 0.584], [2.102, -6.772, 1.332], [1.809, -8.127, 1.321], [0.753, -8.594, 0.546], [-0.003, -7.708, -0.206], [-3.141, -6.787, -0.546], [-4.938, -6.653, 1.157], [-5.013, -4.729, 2.721], [-3.281, -2.967, 2.573], [-1.463, -3.150, 0.888], [1.567, -4.823, 0.577], [2.931, -6.398, 1.920], [2.405, -8.820, 1.904], [0.524, -9.654, 0.521], [-0.805, -8.066, -0.840]]}